1.
34
Properties=species:S:1:pos:R:3:forces:R:3:mulliken_charge:R:1 method="wB97M-V/def2-TZVPD" spin_multiplicity=1 e_homo_ha=-0.2896 de_lowest_ev=0.609 fmax_ev_per_a=0.83 homo_lumo_gap_ev=7.082
Pt 0.790 0.236 1.036 -0.7 0.1 -0.4 0.6425
F -6.119 -1.463 1.714 0.0 0.0 0.0 -0.2413
C -5.295 -1.823 0.716 0.0 0.0 0.0 0.7691
F -5.766 -1.267 -0.409 0.0 0.0 0.0 -0.2455
F -5.379 -3.153 0.582 0.0 0.0 0.0 -0.2730
C -3.884 -1.371 0.997 0.0 0.0 0.0 0.5342
C -2.880 -2.283 1.271 0.0 0.0 0.0 -0.5187
C -1.610 -1.796 1.521 0.0 -0.1 0.1 -0.3280
N -1.325 -0.493 1.515 0.4 -0.2 0.1 -0.4729
C -2.299 0.383 1.268 0.0 0.2 0.1 -0.0248
C -3.595 -0.019 1.001 0.0 0.0 0.0 -0.8881
H -3.071 -3.345 1.285 0.0 0.0 0.0 0.4454
H -0.793 -2.469 1.740 0.0 0.0 0.0 0.4155
H -1.994 1.424 1.302 0.0 0.0 -0.1 0.4965
H -4.358 0.719 0.794 0.0 0.0 0.0 0.4052
C 1.954 -1.085 0.512 0.2 -0.2 0.4 -0.6253
H 2.645 -1.409 1.305 0.1 -0.1 -0.1 0.3485
H 2.205 -1.533 -0.450 -0.1 0.1 0.0 0.4516
C 0.788 2.986 2.137 0.0 0.1 0.2 -0.7082
O -0.045 1.995 1.607 -0.1 0.1 0.0 -0.5402
H 0.317 3.966 2.009 0.0 0.0 0.0 0.2593
H 1.764 3.025 1.638 0.0 0.0 0.0 0.2105
H 0.967 2.840 3.211 0.0 0.0 0.0 0.2552
Se 1.167 1.690 -0.819 0.4 -0.1 -0.2 -0.2402
C 2.553 0.914 -1.889 0.0 0.1 -0.1 0.1935
C 2.389 0.888 -3.268 0.0 0.0 0.0 -0.4213
C 3.419 0.398 -4.060 0.0 0.0 0.0 -0.3205
N 4.571 -0.063 -3.580 0.0 0.0 0.0 -0.5857
C 4.722 -0.027 -2.256 0.0 0.0 0.0 -0.3211
C 3.761 0.452 -1.379 0.1 0.0 0.0 -0.2479
H 1.468 1.229 -3.726 0.0 0.0 0.0 0.3662
H 3.302 0.366 -5.138 0.0 0.0 0.0 0.3408
H 5.669 -0.393 -1.872 0.0 0.0 0.0 0.3528
H 3.961 0.479 -0.315 0.0 0.0 0.0 0.5154

---

2.
65
Properties=species:S:1:pos:R:3:forces:R:3:mulliken_charge:R:1 method="wB97M-V/def2-TZVPD" spin_multiplicity=1 e_homo_ha=-0.3630 charge=+1 de_lowest_ev=14.057 fmax_ev_per_a=11.53 homo_lumo_gap_ev=3.695
C 3.602 -5.033 2.368 -1.3 -0.2 -0.6 -1.0380
C 2.452 -3.820 2.390 1.4 -1.5 0.6 -0.2767
C 2.859 -2.757 1.226 0.0 -1.6 1.4 -0.0936
F 4.201 -2.159 1.567 -3.5 -1.2 -0.8 -0.3644
C 1.708 -1.575 0.931 2.6 0.1 -3.8 0.3826
S 0.373 -1.341 2.199 -0.5 -7.3 8.9 1.2246
O 0.968 -1.271 3.662 -1.3 1.2 -6.2 -0.5740
O -0.514 -2.653 2.232 3.1 5.4 -2.1 -0.5588
C -0.824 0.042 2.033 -5.5 4.8 0.9 0.7398
F -0.583 1.118 1.078 -0.4 -3.7 2.8 -0.1094
F -0.970 0.688 3.391 0.8 -2.4 -5.1 -0.1921
F -2.201 -0.502 1.732 5.2 1.8 0.8 -0.2121
C 0.960 -1.637 -0.563 -3.2 1.7 0.7 -0.2387
C -0.020 -2.887 -0.930 -0.2 -0.4 -0.5 -0.5257
C 0.457 -4.374 -0.483 -4.7 -5.3 5.4 0.6295
O -0.341 -5.058 0.384 6.2 5.0 -6.6 -0.4379
F 1.650 -5.125 -0.959 -3.2 2.9 1.0 -0.2546
N 1.804 -0.984 -1.682 2.3 -0.3 4.5 -0.9114
I 2.570 -2.476 -2.953 0.3 0.5 0.0 0.3268
C 2.871 -0.264 -0.826 -2.4 -2.8 -0.2 0.2360
N 3.785 0.342 -1.649 0.5 0.2 1.7 -0.0283
S 5.181 1.126 -0.968 3.6 5.9 5.1 0.9544
O 5.654 0.573 0.398 -2.8 1.1 -5.5 -0.3906
O 5.124 2.703 -1.021 -0.6 -7.1 -0.5 -0.5032
C 6.617 0.712 -2.168 4.7 0.1 -3.0 0.5645
F 7.377 1.984 -2.466 -3.1 -4.8 1.3 -0.1744
F 7.622 -0.203 -1.536 -4.2 3.2 -2.5 -0.1712
F 6.149 0.211 -3.479 1.3 1.3 4.5 -0.2045
N 2.710 -0.431 0.643 0.0 1.3 -6.3 0.1547
P 2.548 0.923 1.754 0.4 3.5 2.3 0.3155
O 2.946 2.476 1.054 1.3 -3.0 1.7 -0.5020
Br 4.167 0.627 3.390 -1.0 0.2 -1.5 -0.1553
H 4.621 -4.691 2.834 -2.0 -0.8 -1.1 0.2981
H 3.124 -5.962 2.939 1.3 2.1 -1.1 0.3531
H 3.676 -5.365 1.236 0.3 0.6 2.3 0.2627
H 1.423 -4.394 2.202 2.1 1.9 0.3 0.2673
H 2.520 -3.375 3.492 -0.6 -0.5 -2.7 0.3101
H 3.024 -3.311 0.205 -0.3 1.2 1.9 0.1775
H 0.148 -0.769 -0.441 1.5 -1.7 -0.1 0.1032
H -0.319 -2.930 -2.080 1.0 0.3 2.4 0.5139
H -1.053 -2.672 -0.371 2.5 -0.9 -0.9 0.2959
H 3.716 0.340 -2.712 -0.3 -0.1 1.7 0.4116
H 3.776 2.808 1.542 -1.4 -0.5 -1.2 0.4037
C -2.330 2.693 -1.340 0.0 -0.1 0.0 -1.1309
C -3.615 3.476 -1.091 -0.1 -0.2 -0.2 -0.3770
N -4.803 2.864 -1.690 -0.1 0.0 -0.2 0.0754
C -5.966 3.756 -1.711 0.1 0.1 -0.3 -0.6950
C -6.549 4.191 -0.371 -0.3 0.1 0.2 -0.9424
C -5.085 1.479 -1.305 0.3 0.0 -0.2 -0.6875
C -5.259 1.177 0.180 -0.2 -0.2 0.2 -0.8671
H -2.177 2.512 -2.409 -0.1 0.0 0.1 0.3245
H -1.470 3.262 -0.971 -0.1 0.0 0.0 0.4536
H -2.331 1.731 -0.820 0.0 0.0 -0.1 0.0233
H -3.469 4.470 -1.535 -0.3 -0.1 0.0 0.4302
H -3.736 3.631 -0.014 0.1 0.1 0.2 0.2699
H -6.765 3.297 -2.311 0.3 -0.1 0.1 0.3483
H -5.689 4.661 -2.267 0.2 -0.2 0.1 0.4026
H -7.102 3.382 0.109 0.1 0.1 0.0 0.2195
H -7.259 5.010 -0.528 0.1 -0.1 0.0 0.3916
H -5.784 4.552 0.321 -0.1 0.0 -0.1 0.2689
H -4.274 0.847 -1.686 0.0 0.1 0.0 0.3154
H -5.973 1.123 -1.843 0.1 0.3 0.0 0.3479
H -4.488 1.644 0.797 0.0 0.0 0.0 0.1908
H -5.194 0.096 0.343 0.0 0.1 0.0 0.3670
H -6.238 1.494 0.545 0.2 0.0 0.1 0.2626

---

3.
66
Properties=species:S:1:pos:R:3:forces:R:3:mulliken_charge:R:1 method="wB97M-V/def2-TZVPD" spin_multiplicity=1 e_homo_ha=-0.3061 smiles="CCOC(=O)C1(C[C@H]2CCCCO2)CCN(Cc2nccn2-c2cccc(C)c2)CC1" de_lowest_ev=0.262 fmax_ev_per_a=0.85 homo_lumo_gap_ev=9.027
C 2.067 -3.956 1.853 -0.2 0.4 0.1 -1.2333
C 1.610 -2.847 2.792 -0.1 -0.5 0.2 -0.1499
H 0.686 -3.136 3.302 0.2 0.1 0.0 0.1849
H 2.382 -2.609 3.527 -0.1 0.0 -0.1 0.3889
O 1.379 -1.628 2.090 0.3 0.1 -0.1 -0.1857
C 0.192 -1.486 1.508 -0.1 0.1 -0.4 -0.8585
O -0.651 -2.348 1.479 0.0 -0.2 0.0 -0.5869
C 0.034 -0.109 0.868 0.0 0.2 0.0 2.8581
C 1.355 0.343 0.226 0.1 -0.3 0.0 -1.4992
C 1.726 -0.534 -0.965 0.1 0.3 0.1 -0.9632
N 0.675 -0.474 -1.959 0.1 -0.4 0.0 0.8427
C -0.554 -1.015 -1.420 -0.2 0.2 0.0 -1.4236
C -1.021 -0.158 -0.245 0.0 -0.4 0.0 -0.7173
H -1.192 0.858 -0.604 0.0 0.1 0.0 0.5004
H -1.958 -0.565 0.128 0.0 0.1 0.0 0.2006
H -1.317 -0.992 -2.203 0.0 -0.1 0.0 0.6445
H -0.435 -2.061 -1.090 0.0 0.0 -0.1 0.2603
C 1.074 -1.064 -3.223 -0.1 -0.1 0.1 -1.0443
C 2.068 -0.187 -3.905 0.0 -0.2 0.0 0.5650
N 3.133 -0.601 -4.538 -0.2 -0.6 0.1 -0.8054
C 3.782 0.516 -4.962 0.0 0.4 0.0 -0.6603
C 3.106 1.628 -4.558 0.4 0.1 -0.3 -0.3821
N 1.995 1.177 -3.891 0.2 -0.4 -0.1 0.3024
C 1.035 1.986 -3.258 -0.5 0.6 0.3 0.0321
C 1.448 2.953 -2.350 0.1 -0.1 -0.2 -0.3575
C 0.502 3.735 -1.712 0.0 0.1 0.0 -0.7052
C -0.844 3.557 -1.976 0.0 0.0 0.1 -0.6376
C -1.266 2.606 -2.897 0.1 0.0 -0.1 0.6857
C -0.314 1.830 -3.542 0.1 0.2 0.0 -0.0612
H -0.622 1.096 -4.270 0.0 -0.1 -0.1 0.4694
C -2.722 2.398 -3.182 0.0 0.0 0.0 -1.5951
H -3.079 1.509 -2.661 -0.1 0.0 0.0 0.2843
H -2.889 2.250 -4.247 -0.1 0.0 -0.1 0.3929
H -3.312 3.248 -2.848 -0.1 0.0 0.0 0.4026
H -1.576 4.166 -1.464 -0.1 0.1 0.0 0.3985
H 0.818 4.483 -1.000 0.0 0.1 0.1 0.4084
H 2.500 3.077 -2.139 0.1 0.0 0.0 0.4544
H 3.293 2.672 -4.700 0.0 0.2 0.0 0.4235
H 4.692 0.444 -5.522 0.2 0.1 -0.1 0.4579
H 1.525 -2.064 -3.114 0.0 0.1 -0.1 0.2644
H 0.183 -1.170 -3.851 0.0 -0.1 0.1 0.5308
H 2.652 -0.171 -1.416 0.0 -0.1 0.0 0.7475
H 1.900 -1.573 -0.627 0.1 0.0 -0.1 0.2057
H 1.232 1.369 -0.125 0.0 0.0 0.0 0.4078
H 2.158 0.313 0.962 0.0 0.1 0.0 0.5494
C -0.335 0.911 1.971 0.0 -0.3 0.4 -2.2028
H -0.813 1.772 1.500 0.0 0.1 0.0 0.4897
H 0.596 1.246 2.433 0.0 0.1 0.0 0.4245
C -1.225 0.433 3.126 -0.2 0.4 -0.3 -0.0685
C -2.598 -0.113 2.726 0.1 0.1 0.3 -0.3730
C -3.368 -0.511 3.984 0.1 -0.2 -0.1 -1.1438
C -2.531 -1.526 4.757 0.2 0.3 0.0 -0.5100
C -1.156 -0.923 5.041 -0.2 -0.3 0.3 -0.6916
O -0.493 -0.531 3.862 0.1 0.1 0.0 -0.3804
H -0.497 -1.649 5.523 -0.1 0.1 0.0 0.3563
H -1.269 -0.050 5.707 0.0 -0.1 0.0 0.3938
H -3.012 -1.800 5.698 0.0 -0.1 0.0 0.3984
H -2.404 -2.424 4.151 0.0 -0.1 0.0 0.2870
H -4.335 -0.939 3.715 0.0 0.1 0.0 0.4025
H -3.547 0.370 4.607 -0.1 0.0 0.0 0.4061
H -3.141 0.644 2.157 0.0 0.0 -0.1 0.3096
H -2.461 -1.002 2.112 0.0 0.0 -0.1 0.2575
H -1.390 1.311 3.784 0.0 -0.1 -0.1 0.6315
H 1.278 -4.187 1.141 0.0 -0.1 0.0 0.2822
H 2.295 -4.850 2.426 0.0 -0.1 0.1 0.4473
H 2.956 -3.646 1.309 0.1 0.0 0.0 0.2869